# 1
{
  "formula": "C22H25N9O2Sn",
  "method": "wB97M-V/def2-TZVPD",
  "elements": ["Sn", "N", "C", "C", "N", "C", "C", "N", "H", "H", "H", "H", "H", "H", "H", "H", "H", "H", "H", "H", "H", "C", "C", "N", "C", "C", "N", "C", "C", "C", "C", "C", "N", "C", "C", "N", "C", "C", "N", "C", "C", "C", "N", "C", "C", "H", "H", "H", "H", "H", "H", "H", "H", "H", "H", "H", "H", "O", "O"],
  "positions_angstrom": [[0.43551, -1.90613, -0.65718], [-0.53646, -0.24505, -1.92314], [-1.15677, -0.74736, -3.17459], [-2.17236, -1.83851, -2.85976], [-1.53744, -2.96250, -2.14077], [-1.13692, -4.12595, -2.97743], [0.12926, -3.88101, -3.77154], [1.23308, -3.54880, -2.86412], [0.19349, 0.42657, -2.15097], [-1.22550, 0.26575, -1.37412], [-1.62492, 0.06630, -3.72834], [-0.35382, -1.14267, -3.79012], [-2.96581, -1.42764, -2.22991], [-2.64521, -2.17426, -3.78468], [-2.18986, -3.31458, -1.44542], [-0.99305, -4.97262, -2.30291], [-1.93708, -4.39731, -3.67008], [0.32397, -4.75333, -4.39912], [-0.01022, -3.03751, -4.44586], [1.47258, -4.36794, -2.31229], [2.06916, -3.31502, -3.38846], [-3.98727, -2.02490, 1.35911], [-2.68007, -2.43390, 1.11639], [-1.67665, -1.56267, 1.07476], [-1.96309, -0.27786, 1.31463], [-3.28233, 0.12728, 1.48758], [-4.28776, -0.74075, 1.50442], [-0.80727, 0.65386, 1.44943], [-0.90125, 1.81737, 2.20325], [0.20497, 2.64568, 2.35048], [1.39478, 2.24511, 1.73473], [1.40374, 1.06777, 1.02717], [0.33033, 0.28504, 0.85880], [2.60016, 0.51646, 0.34270], [3.45489, 1.24419, -0.65987], [4.67526, 0.73251, -1.02791], [4.86709, -0.50610, -0.76008], [4.01368, -1.24431, 0.17457], [3.03539, -0.70429, 0.81229], [0.13231, 3.89245, 3.14356], [0.80087, 5.03621, 2.72574], [0.69094, 6.18645, 3.49360], [-0.01294, 6.24817, 4.62106], [-0.64388, 5.14624, 5.01915], [-0.60794, 3.95037, 4.31689], [-4.79820, -2.73901, 1.43298], [-2.43762, -3.47936, 0.95542], [-3.53995, 1.17442, 1.60042], [-1.83562, 2.08199, 2.67921], [2.30047, 2.82642, 1.85714], [3.26913, 2.28434, -0.89139], [5.80242, -0.95306, -1.08414], [4.31951, -2.23866, 0.48791], [1.37262, 5.05218, 1.80577], [1.18906, 7.09891, 3.18734], [-1.20067, 5.21945, 5.94586], [-1.12117, 3.07894, 4.70457], [2.35381, -0.78246, -1.78492], [2.20065, 0.47505, -1.18778]],
  "forces_ev_per_a": [[0.28, -0.57, -0.19], [-0.24, 0.01, -0.16], [-0.09, -0.09, -0.04], [0.21, -0.06, 0.07], [0.06, 0.01, 0.22], [-0.09, 0.21, 0.04], [-0.04, 0.19, 0.06], [-0.01, 0.11, 0.27], [0.02, -0.09, 0.03], [-0.03, -0.04, 0.00], [-0.07, 0.01, 0.03], [0.07, 0.02, -0.03], [0.01, 0.00, 0.01], [0.00, 0.00, -0.06], [0.03, 0.09, -0.14], [0.02, 0.01, 0.01], [-0.09, 0.01, 0.02], [0.04, -0.04, 0.05], [-0.01, -0.04, -0.12], [0.04, -0.04, -0.03], [0.01, 0.10, -0.01], [0.01, 0.09, 0.09], [0.07, 0.04, -0.10], [-0.13, 0.07, -0.22], [0.09, -0.04, 0.13], [-0.10, -0.01, 0.04], [0.04, 0.01, -0.02], [-0.05, -0.07, -0.02], [-0.05, 0.03, -0.01], [-0.04, 0.06, 0.11], [0.10, 0.01, 0.06], [-0.21, 0.10, -0.11], [-0.01, 0.06, 0.04], [0.48, 0.02, 0.03], [0.03, -0.13, 0.27], [-0.08, 0.03, -0.12], [0.07, 0.05, 0.11], [0.00, -0.06, 0.04], [-0.10, 0.06, -0.05], [0.02, -0.08, -0.09], [0.03, 0.03, -0.03], [-0.04, 0.02, 0.08], [0.00, -0.10, -0.07], [0.06, 0.09, 0.00], [-0.05, -0.04, 0.04], [0.01, 0.00, -0.03], [-0.01, 0.02, 0.03], [-0.02, -0.03, 0.02], [0.03, 0.01, 0.01], [-0.02, -0.01, -0.03], [-0.02, 0.03, 0.03], [-0.05, -0.05, -0.02], [0.05, 0.02, -0.02], [-0.01, 0.02, 0.02], [-0.01, -0.01, 0.01], [0.00, 0.00, -0.01], [0.00, 0.03, 0.01], [-0.06, 0.17, 0.13], [-0.18, -0.25, -0.34]],
  "relative_energy_kj_mol": 104.8,
  "homo_ev": -14.1,
  "total_energy_ev": -46538.7916,
  "e_lumo_ha": -0.2585,
  "total_charge": 2
}

# 2
{
  "formula": "C20H50FN12O21",
  "method": "wB97M-V/def2-TZVPD",
  "elements": ["C", "C", "O", "C", "N", "C", "C", "C", "C", "C", "C", "N", "C", "C", "O", "F", "N", "O", "H", "H", "H", "H", "H", "H", "H", "H", "H", "H", "H", "H", "H", "H", "H", "H", "H", "H", "H", "H", "H", "H", "H", "C", "N", "O", "O", "H", "H", "H", "C", "N", "O", "O", "H", "H", "H", "C", "N", "O", "O", "H", "H", "H", "C", "N", "O", "O", "H", "H", "H", "C", "N", "O", "O", "H", "H", "H", "C", "N", "O", "O", "H", "H", "H", "C", "N", "O", "O", "H", "H", "H", "C", "N", "O", "O", "H", "H", "H", "C", "N", "O", "O", "H", "H", "H"],
  "positions_angstrom": [[4.58511, -1.08119, 3.03691], [4.16957, 0.10714, 2.14586], [2.79078, 0.01369, 1.76090], [2.38992, 1.27488, 1.22293], [1.45648, 0.98680, 0.14507], [0.86628, 2.17396, -0.57305], [1.56723, 3.52617, -0.36543], [1.18350, 4.39263, 0.88803], [2.41719, 4.59298, 1.82278], [-0.02931, 3.92261, 1.70018], [0.43361, 0.19887, 0.61904], [-0.45070, 0.62646, 1.62913], [-0.59764, -0.33388, 2.76358], [-2.06185, -0.28584, 3.18917], [-2.85669, -1.05906, 2.91997], [-2.41291, 0.76701, 3.92678], [0.29256, -0.95392, 0.07658], [1.13193, -1.36770, -0.91669], [3.80849, -1.84564, 3.07986], [4.87514, -0.72673, 4.02562], [5.46966, -1.54385, 2.59084], [4.36871, 1.03221, 2.70161], [4.80653, 0.10136, 1.25168], [1.94002, 1.83568, 2.05261], [3.29246, 1.74726, 0.83667], [-0.21347, 2.20415, -0.37783], [0.94494, 1.95114, -1.64595], [1.30167, 4.12754, -1.24208], [2.65353, 3.43588, -0.42093], [0.94577, 5.39687, 0.52597], [2.36798, 3.91961, 2.68563], [2.43686, 5.61744, 2.20078], [3.36347, 4.41039, 1.30661], [-0.88867, 3.60701, 1.10162], [-0.37741, 4.78432, 2.28325], [0.20286, 3.15488, 2.44424], [-1.35388, 0.76936, 1.18152], [-0.01526, 0.06827, 3.61657], [-0.26590, -1.35092, 2.56011], [-0.45288, -1.58834, 0.35313], [0.65940, -1.07983, -1.72517], [0.46018, 0.52588, 7.36437], [1.74267, 0.93302, 6.72534], [1.82629, 0.85179, 5.50959], [2.61685, 1.31771, 7.45996], [-0.22820, 0.20513, 6.59062], [0.68046, -0.28786, 8.04928], [0.07152, 1.38990, 7.89559], [-2.34641, -1.85136, -3.38493], [-1.08203, -1.52126, -4.08980], [-1.03772, -1.63025, -5.27922], [-0.14833, -1.15027, -3.37800], [-3.08648, -2.15693, -4.11423], [-2.12951, -2.65596, -2.69564], [-2.66692, -0.95428, -2.85968], [1.47461, -0.99898, -7.09027], [2.77095, -0.64881, -7.73170], [2.85341, -0.74907, -8.93378], [3.66264, -0.28261, -6.98761], [0.77232, -1.30490, -7.85680], [1.66541, -1.81038, -6.39465], [1.11863, -0.11433, -6.57104], [6.29123, -0.60963, -5.79921], [7.46963, -0.99796, -4.97519], [7.25968, -1.37472, -3.83720], [8.55790, -0.91036, -5.49793], [5.39724, -0.73931, -5.20294], [6.41804, 0.42994, -6.08562], [6.27078, -1.25461, -6.67188], [-5.14787, 2.73357, 4.86161], [-5.40667, 4.03374, 4.18488], [-5.82677, 4.94428, 4.85988], [-5.17256, 4.08059, 2.99219], [-5.39654, 2.82907, 5.91261], [-5.77394, 1.98646, 4.38253], [-4.09472, 2.50410, 4.73197], [-3.59501, -3.14913, 0.29551], [-3.55778, -4.30749, -0.64017], [-3.73387, -5.40652, -0.17990], [-3.33705, -4.05716, -1.81625], [-3.78954, -3.51413, 1.29540], [-2.62204, -2.66504, 0.24078], [-4.38140, -2.48498, -0.03239], [1.97671, -4.18466, 0.86098], [2.18433, -4.76534, 2.21754], [1.35569, -5.55056, 2.62574], [3.17596, -4.40297, 2.81181], [1.06053, -4.59204, 0.44615], [1.90971, -3.10478, 0.97491], [2.83319, -4.45903, 0.25214], [-3.45464, 0.33643, -8.36735], [-2.98562, -0.05137, -7.00844], [-3.67002, -0.83016, -6.37722], [-1.94531, 0.44338, -6.62331], [-4.38653, -0.17801, -8.57187], [-3.59649, 1.41325, -8.36839], [-2.68496, 0.04232, -9.07531], [-5.71165, -0.48435, 3.46933], [-6.16328, -1.60301, 2.59707], [-7.07746, -2.28478, 2.98354], [-5.56400, -1.75028, 1.54393], [-6.32546, -0.47370, 4.36278], [-4.66581, -0.66424, 3.71613], [-5.82907, 0.43738, 2.90569]],
  "forces_ev_per_a": [[0.22, 0.34, -0.58], [0.71, -0.81, 0.65], [-0.10, 0.62, -0.23], [0.56, -0.95, 0.98], [-0.35, 0.68, 0.06], [0.32, 0.00, -0.90], [-0.79, 0.44, 0.37], [0.81, -0.27, 0.20], [-0.47, -0.05, 0.01], [-0.12, 0.64, 0.33], [0.76, 0.55, 0.04], [-0.10, -1.03, -0.06], [-0.01, 1.57, 1.28], [3.05, 1.59, 0.56], [-2.73, -3.39, -1.37], [0.53, 0.79, 0.32], [-0.09, -0.22, -0.38], [-0.52, -0.30, 0.34], [0.02, 0.13, 0.16], [-0.29, -0.22, 0.06], [-0.12, -0.08, 0.15], [-0.31, 0.02, -0.19], [-0.33, 0.19, -0.09], [0.06, 0.26, -0.28], [-0.42, 0.40, -0.27], [0.20, 0.42, 0.18], [0.06, -0.13, 0.23], [-0.04, -0.26, 0.00], [-0.12, -0.26, -0.06], [-0.06, -0.23, -0.22], [0.09, 0.11, -0.07], [0.04, -0.14, 0.07], [-0.10, 0.11, 0.01], [0.15, 0.00, -0.04], [-0.01, -0.15, -0.05], [0.07, -0.11, -0.30], [0.00, 0.29, 0.07], [0.04, -0.32, -0.48], [-0.31, -0.01, -0.04], [0.10, -0.12, -0.11], [0.16, -0.33, -0.59], [-0.16, -0.07, -0.09], [-0.04, -0.02, -0.03], [-0.10, -0.01, -0.05], [0.04, 0.02, -0.05], [0.06, 0.02, -0.03], [0.04, 0.09, 0.07], [0.09, -0.03, 0.09], [-0.07, 0.09, -0.21], [-0.59, -0.07, 0.15], [0.49, -0.22, 0.12], [0.40, 0.24, -0.01], [0.05, 0.03, -0.08], [0.05, 0.05, 0.02], [0.05, -0.01, 0.00], [-0.16, -0.04, -0.04], [-0.16, -0.05, -0.03], [0.12, 0.04, 0.04], [-0.03, 0.00, -0.09], [0.09, 0.02, -0.06], [0.02, 0.10, 0.08], [0.05, -0.06, 0.09], [-0.14, -0.03, 0.12], [-0.13, 0.02, 0.01], [0.08, 0.01, -0.03], [0.02, -0.02, 0.06], [0.06, -0.02, 0.03], [0.07, -0.06, -0.11], [0.08, 0.10, -0.05], [-0.03, -0.05, 0.25], [-0.04, 0.06, 0.04], [0.03, -0.02, -0.08], [0.03, -0.06, 0.03], [-0.03, 0.09, -0.03], [0.08, 0.11, -0.01], [-0.03, -0.03, -0.10], [0.12, -0.21, -0.02], [0.12, -0.09, 0.10], [-0.02, 0.00, -0.10], [-0.13, -0.17, 0.26], [-0.02, -0.05, -0.05], [-0.01, 0.02, -0.09], [0.06, 0.01, -0.13], [-0.20, -0.03, -0.13], [-0.05, -0.05, -0.10], [0.01, 0.08, 0.05], [-0.02, 0.02, 0.07], [0.02, -0.09, 0.06], [0.25, -0.02, 0.01], [0.04, 0.13, 0.04], [-0.16, -0.10, -0.14], [-0.08, -0.01, -0.16], [0.04, 0.11, 0.13], [-0.14, 0.15, 0.01], [0.03, -0.03, 0.09], [0.13, 0.00, -0.01], [0.05, 0.11, 0.04], [-0.06, 0.03, 0.31], [-0.04, 0.20, 0.20], [0.00, -0.13, -0.09], [-0.26, 0.20, 0.21], [-0.13, -0.09, -0.06], [-0.43, 0.10, -0.15], [0.09, -0.08, -0.13]],
  "homo_ev": -12.3,
  "total_energy_ev": -85111.6320,
  "e_lumo_ha": -0.1536,
  "total_charge": 1
}

- What is the formula in the second record?
  C20H50FN12O21